{"formula": "C2H6N2", "method": "wB97M-V/def2-TZVPD", "symbols": ["H", "N", "C", "N", "C", "H", "H", "H", "H", "H"], "coordinates": [[-2.88742, -0.06663, -0.03115], [-2.08792, 0.10193, 0.55822], [-0.92039, -0.39502, 0.10563], [0.11086, 0.51693, 0.20801], [1.37539, 0.02171, -0.09914], [-0.59804, -1.31711, -0.27754], [-0.20306, 1.50707, 0.22322], [1.64353, 0.07472, -1.22987], [2.25764, 0.60771, 0.32851], [1.30941, -1.05130, 0.21409]], "smiles": "[H]/N=C/NC", "largest_force_ev_per_a": 6.572, "de_lowest_kcal_mol": 50.51, "total_energy_ha": -189.2491, "e_lumo_ev": 1.0}

***

{"formula": "C2H6N2", "method": "wB97M-V/def2-TZVPD", "symbols": ["H", "N", "C", "N", "C", "H", "H", "H", "H", "H"], "coordinates": [[-1.25368, -2.54703, 0.71147], [-0.75274, -1.75650, 1.06479], [-0.01724, -0.96811, 0.40251], [-0.32598, 0.06777, -0.45575], [0.41939, 1.28018, -0.35843], [1.08206, -0.97820, 0.57558], [-1.18758, -0.04590, -0.97692], [1.49768, 1.10384, -0.26172], [0.23261, 1.90925, 0.51929], [0.30547, 1.93470, -1.22080]], "smiles": "[H]/N=C\\NC", "largest_force_ev_per_a": 1.624, "de_lowest_kcal_mol": 52.42, "total_energy_ha": -189.2460, "e_lumo_ev": 1.1}

***

{"formula": "C2H6N2O", "method": "wB97M-V/def2-TZVPD", "symbols": ["H", "N", "C", "N", "H", "H", "H", "C", "O", "H", "H"], "coordinates": [[-1.85743, -2.17096, 0.77142], [-1.29096, -1.34134, 0.58985], [-1.36594, -1.15977, -0.67496], [-0.94543, -0.08252, -1.37603], [-1.77716, -1.97005, -1.28225], [-0.74320, -0.14860, -2.35532], [-0.76372, 0.75995, -0.87106], [2.15093, 1.51667, 1.28505], [3.12371, 1.88100, 1.89432], [1.62021, 0.61708, 1.62360], [1.84899, 2.09855, 0.39539]], "smiles": "[H]/N=C/N.C=O", "largest_force_ev_per_a": 1.354, "de_lowest_kcal_mol": 48.05, "total_energy_ha": -264.5107, "e_lumo_ev": 0.8}

***

{"formula": "C2H6N2O", "method": "wB97M-V/def2-TZVPD", "symbols": ["C", "N", "N", "C", "O", "H", "H", "H", "H", "H", "H"], "coordinates": [[-0.70506, 0.96670, -0.16327], [0.17224, -0.14904, 0.03469], [0.03425, -1.28545, -0.79296], [1.12801, -0.21543, 1.06852], [1.87511, -1.16990, 1.31815], [-0.72660, 1.30188, -1.19836], [-1.75478, 0.66935, 0.05938], [-0.34195, 1.78935, 0.46063], [0.14436, -0.93557, -1.74943], [-0.88816, -1.68776, -0.72920], [1.06258, 0.71587, 1.69186]], "smiles": "CN(N)C=O", "largest_force_ev_per_a": 2.973, "de_lowest_kcal_mol": 45.02, "total_energy_ha": -264.5156, "e_lumo_ev": 0.7}

***

{"formula": "C2H6N2O", "method": "wB97M-V/def2-TZVPD", "symbols": ["C", "C", "N", "H", "H", "H", "N", "O", "H", "H", "H"], "coordinates": [[-1.94404, 0.43872, 0.12903], [-1.16119, -0.76273, 0.19885], [-0.27083, -1.48688, 0.18025], [-2.74134, 0.38161, 0.74153], [-2.18413, 0.50520, -0.85497], [-1.30980, 1.20035, 0.30273], [2.39015, -0.35821, 0.15715], [1.72176, 0.90584, 0.17558], [2.66444, -0.47706, -0.82918], [1.76283, -1.15614, 0.32897], [1.07214, 0.80930, -0.52995]], "smiles": "CC#N.NO", "largest_force_ev_per_a": 3.621, "de_lowest_kcal_mol": 84.45, "total_energy_ha": -264.4527, "e_lumo_ev": 0.5}

***

{"formula": "C2H6N2O", "method": "wB97M-V/def2-TZVPD", "symbols": ["C", "N", "O", "C", "N", "H", "H", "H", "H", "H", "H"], "coordinates": [[0.83917, -0.03924, 1.51715], [-0.06679, 0.39792, 0.27269], [-0.71753, 1.47434, 0.39477], [-0.09742, -0.36738, -0.76895], [-0.81134, 0.01935, -1.88049], [1.65204, 0.67593, 1.57398], [1.19612, -1.04644, 1.35253], [0.20186, 0.03790, 2.38928], [0.48741, -1.26851, -0.80858], [-1.29646, -0.71091, -2.38026], [-1.38705, 0.82704, -1.66213]], "smiles": "C/[N+]([O-])=C/N", "largest_force_ev_per_a": 3.367, "de_lowest_kcal_mol": 68.01, "total_energy_ha": -264.4789, "e_lumo_ev": 0.9}

***

{"formula": "C2H6N2O", "method": "wB97M-V/def2-TZVPD", "symbols": ["H", "N", "C", "N", "O", "C", "H", "H", "H", "H", "H"], "coordinates": [[1.41288, 1.72733, -0.06977], [0.48174, 1.31661, -0.06264], [0.57504, 0.02503, -0.02753], [1.70948, -0.65498, -0.02234], [-0.52264, -0.78840, -0.09325], [-1.75027, -0.05972, 0.02987], [1.79348, -1.66292, -0.05102], [2.54479, -0.14877, 0.23134], [-1.91671, 0.28636, 1.09798], [-1.80034, 0.82416, -0.70233], [-2.52743, -0.86470, -0.33032]], "smiles": "[H]/N=C(\\N)OC", "largest_force_ev_per_a": 2.751, "de_lowest_kcal_mol": 29.10, "total_energy_ha": -264.5409, "e_lumo_ev": 0.9}

***

{"formula": "C2H6N2O", "method": "wB97M-V/def2-TZVPD", "symbols": ["C", "C", "N", "N", "O", "H", "H", "H", "H", "H", "H"], "coordinates": [[-1.74730, 0.46044, -0.41416], [-0.51291, 0.60312, 0.04576], [0.40667, -0.55084, 0.25327], [1.70590, -0.42386, -0.35378], [0.32818, -0.38442, 1.57824], [-2.34070, 1.32598, -0.65408], [-2.20905, -0.50670, -0.54580], [-0.01749, 1.55178, 0.18295], [-0.01204, -1.43111, -0.09444], [2.30786, -1.12130, 0.08072], [2.09089, 0.47692, -0.07867]], "smiles": "C=C[N@@H+](N)[O-]", "largest_force_ev_per_a": 2.508, "de_lowest_kcal_mol": 121.73, "total_energy_ha": -264.3933, "e_lumo_ev": 1.1}

***

{"formula": "C2H6N2O", "method": "wB97M-V/def2-TZVPD", "symbols": ["C", "C", "N", "N", "O", "H", "H", "H", "H", "H", "H"], "coordinates": [[-0.99373, -1.60831, -1.31972], [0.36771, -0.83357, 0.49412], [0.15491, 1.53075, -0.11621], [-0.05997, 0.46150, 0.69348], [-0.92394, -2.12654, -2.42718], [-1.96234, -1.39975, -0.79341], [0.27155, -1.59304, 1.15511], [1.29012, -0.99407, -0.13037], [0.90806, 2.18385, -0.02644], [0.29707, 1.12099, -1.04334], [-0.88993, 0.65772, 1.26421]], "largest_force_ev_per_a": 6.294, "de_lowest_kcal_mol": 131.23, "total_energy_ha": -264.3782, "e_lumo_ev": [0.9, 0.9]}

***

{"formula": "C2H6N2O2", "method": "wB97M-V/def2-TZVPD", "symbols": ["N", "C", "N", "H", "H", "H", "H", "H", "O", "C", "O", "H"], "coordinates": [[0.60524, 0.56159, 0.89765], [0.76945, 1.88182, 1.63295], [1.77121, 1.75457, 2.40215], [1.24639, -0.54163, 0.98040], [-0.33988, 0.62065, 0.48945], [0.51263, 2.91900, 1.60449], [1.55140, 2.05263, 3.35519], [-0.90258, -0.95584, 0.87805], [-1.64309, -1.32750, -2.69852], [-0.68024, -1.51732, -2.06910], [-0.84776, -1.18140, -0.50389], [0.68844, -2.42364, -2.16997]], "largest_force_ev_per_a": 6.848, "de_lowest_kcal_mol": 264.22, "total_energy_ha": -339.4116, "e_lumo_ev": -1.5}

***

{"formula": "C2H6N2O2", "method": "wB97M-V/def2-TZVPD", "symbols": ["N", "C", "O", "H", "H", "H", "N", "C", "O", "H", "H", "H"], "coordinates": [[2.83603, -0.30668, 4.05177], [2.15146, -0.60567, 2.95589], [1.49923, 0.22143, 2.35199], [2.88297, 0.68482, 4.29927], [3.38385, -0.99177, 4.57816], [2.18125, -1.71329, 2.81456], [-2.75946, 0.63150, -4.13048], [-2.27209, 0.29671, -2.87890], [-1.81345, 1.10569, -2.09697], [-2.80863, 1.60671, -4.43554], [-3.04867, -0.11784, -4.76402], [-2.23251, -0.81162, -2.74574]], "smiles": "NC=O.NC=O", "largest_force_ev_per_a": 2.331, "de_lowest_kcal_mol": 15.07, "total_energy_ha": -339.8086, "e_lumo_ev": 1.0}

***

{"formula": "C2H6N2O2S", "method": "wB97M-V/def2-TZVPD", "symbols": ["N", "C", "C", "N", "H", "H", "H", "H", "O", "S", "O", "H", "H"], "coordinates": [[0.07785, 2.55625, -0.72184], [-0.25498, 1.76592, 0.01987], [-0.77346, 0.67468, 0.89740], [-1.16688, -0.61074, 0.35646], [-1.67090, 1.17492, 1.33784], [0.21612, 0.60381, 1.57371], [-1.80426, -0.61668, -0.38359], [-0.39752, -1.18016, -0.00401], [3.47838, 0.92279, 0.01198], [2.55505, -0.41026, 0.56026], [2.27714, -1.40798, -0.72301], [2.88694, 1.52426, -0.31161], [2.93239, -2.10367, -0.91980]], "smiles": "N#CCN.OSO", "largest_force_ev_per_a": 4.901, "de_lowest_kcal_mol": 58.46, "total_energy_ha": -737.9099, "e_lumo_ev": 0.3}